# 1
This record from the Open Molecules 2025 dataset describes C40H42BaN2 as an isolated structure. The level of theory is ωB97M-V/def2-TZVPD.

ORCA input file:
```
! wB97M-V def2-TZVPD RIJCOSX def2/J DEFGRID3
* xyz -2 1
H -5.404 0.912 -0.525
C 1.986 3.834 0.633
C 2.668 2.603 0.923
C -3.250 -0.976 1.394
C -1.731 0.723 3.700
C 2.988 0.345 1.006
C 2.069 -0.069 3.311
H -3.950 0.156 -1.180
H -0.587 5.324 -0.496
C -1.521 -3.956 -1.542
H -4.301 -1.277 1.454
H -0.218 -1.017 -4.035
N 2.091 1.449 0.892
N 0.751 3.790 0.068
C 3.800 0.004 -0.072
H 0.328 -1.139 -6.400
C -0.254 -1.972 -4.543
H 2.598 2.020 3.547
H 3.899 -2.049 3.209
H 5.801 1.287 -1.450
C -0.224 -0.658 -1.236
C -0.923 -2.954 -2.377
C -2.375 -4.998 -1.986
H 3.344 5.453 1.290
H -0.686 -3.126 0.252
H -0.253 -5.383 -6.296
C -1.881 -4.835 0.721
H -2.305 0.908 4.619
C 4.685 -1.062 0.076
C -4.336 1.071 -0.723
H 5.423 -2.631 1.339
H 1.836 1.319 4.973
H 2.731 1.197 -1.480
H -0.775 -5.263 -3.959
H -4.269 1.863 -1.475
C -0.629 -3.109 -3.769
H -0.767 3.651 2.922
H -2.852 -1.380 0.460
C -1.317 -3.917 -0.135
Ba -0.867 1.452 0.200
H -3.075 4.024 -0.799
H -3.147 -6.578 0.931
H 0.301 -3.334 -7.615
C 3.705 0.715 -1.394
H 1.081 0.137 2.899
H -1.674 -4.748 1.784
C 2.404 5.147 0.858
H 1.957 -0.954 3.946
C -3.243 2.742 0.953
H -1.569 -0.355 3.632
C -0.595 -4.335 -4.482
H -3.196 4.881 0.726
H -2.166 3.717 3.991
H 4.791 2.132 -2.627
C -2.527 2.634 2.160
C -2.940 -5.911 -1.117
H 4.728 2.580 -0.924
H 3.741 2.674 1.152
C -0.565 -1.720 -1.760
C -3.120 0.518 1.495
C 0.051 -3.272 -6.563
H 1.284 7.032 0.437
C -1.861 3.729 2.938
C -2.446 1.260 2.490
C 0.062 -2.055 -5.879
C 4.819 1.736 -1.611
H -0.754 1.193 3.853
C -2.702 -5.860 0.252
H -2.722 -1.489 2.200
H 3.514 0.920 4.575
H -2.095 4.714 2.531
H 5.307 -1.338 -0.768
C -3.599 1.434 0.537
H -4.625 4.116 0.018
C 4.746 -1.790 1.249
C 3.005 -0.405 2.184
H 3.739 -0.037 -2.185
C 2.527 1.118 4.151
C 0.369 5.074 -0.060
C -3.550 3.997 0.192
C 3.895 -1.464 2.295
H -3.602 -6.672 -1.524
C 1.341 5.954 0.423
H -2.646 -5.048 -3.031
C -0.269 -4.403 -5.824
*
```

Its relative energy (zero: lowest compared OMol25 entry of this formula, charge and spin) is 51.5 kJ/mol. The highest occupied orbital energy comes out at 0.407 eV. For the LUMO energy, the calculation gives 4.00 eV. The HOMO-LUMO gap comes out at 3.59 eV.

=====

# 2
This record from the Open Molecules 2025 dataset describes C40H42BaN2 as an isolated structure. The level of theory is ωB97M-V/def2-TZVPD.

ORCA input file:
```
! wB97M-V def2-TZVPD RIJCOSX def2/J DEFGRID3
* xyz -2 1
H -0.867 -2.905 1.831
C -0.092 -7.965 -1.611
C -0.087 -1.009 2.557
H 3.165 -0.299 1.798
H -2.509 2.288 2.432
C -5.033 -5.553 2.247
H -1.299 -7.408 0.037
C 4.301 0.016 -2.290
C -1.188 -5.777 -1.391
C 1.902 -2.934 -1.913
C -0.539 -5.440 -2.616
C 4.370 -2.758 -2.255
C 2.510 -0.783 2.529
C 4.615 2.171 -3.607
C -1.201 2.753 -2.689
H 1.659 -2.280 0.157
C -3.541 -6.384 0.527
N 1.879 -0.006 -2.078
H -5.792 -5.729 3.000
Ba -0.369 -0.118 -0.262
H 2.971 -0.633 3.513
C -1.014 3.010 -4.054
H -2.981 -0.584 3.664
C 1.710 2.269 2.403
H 1.150 -8.304 -3.348
H -4.897 -7.607 1.618
H -1.583 3.695 -4.665
H -3.242 -3.043 0.829
H -1.193 3.136 1.625
C -4.549 -4.270 1.990
C -2.619 -0.498 2.632
H -1.263 3.086 3.378
H 4.710 3.255 -3.512
H 3.397 1.911 -1.846
C 1.105 -0.251 2.476
C 4.334 1.527 -2.250
C 5.553 -2.048 -2.392
C -0.221 -2.505 2.620
C 5.512 -0.665 -2.394
H -0.698 -4.443 -3.007
C 3.108 -0.717 -2.180
C -0.912 -7.090 -0.920
C 0.446 1.496 -3.301
C -1.173 -0.102 2.557
C 3.143 -2.116 -2.130
H 5.122 1.827 -1.553
H 1.014 -2.458 -2.333
H 0.094 -8.946 -1.182
C 0.755 1.112 2.426
H -4.938 -3.420 2.544
H -0.650 -2.841 3.571
C -1.989 -4.802 -0.703
H 2.544 -1.853 2.323
C -4.519 -6.596 1.483
H 1.307 3.118 1.843
C -2.993 -5.098 0.279
C 0.048 2.197 -4.451
C 0.269 -6.323 -3.296
C 0.510 -7.612 -2.814
H 1.947 2.639 3.410
H 0.487 2.114 -5.435
C -3.578 -4.049 1.037
H 3.812 1.970 -4.318
C -1.754 -3.427 -1.031
H -1.941 3.196 -2.034
C 1.668 -3.207 -0.429
H -3.221 -7.226 -0.071
H 2.661 1.999 1.935
H 0.728 -6.001 -4.227
H 0.745 -3.001 2.510
H 2.483 -3.807 -0.010
C -1.436 2.487 2.475
H 4.382 -3.843 -2.242
C -1.494 -2.249 -1.281
C 1.531 0.585 -3.174
H -3.276 0.218 2.129
C -0.647 1.209 2.476
H 5.542 1.783 -4.035
H 6.499 -2.570 -2.481
H 1.996 -3.892 -2.428
H 2.112 0.410 -4.087
N -0.332 1.845 -2.225
H -2.788 -1.470 2.165
H 6.430 -0.090 -2.470
H 0.720 -3.723 -0.283
*
```

Its relative energy (zero: lowest compared OMol25 entry of this formula, charge and spin) is 0.0 kJ/mol. The highest occupied orbital energy comes out at 0.221 eV. For the LUMO energy, the calculation gives 4.02 eV. The HOMO-LUMO gap comes out at 3.80 eV.

=====

# 3
This record from the Open Molecules 2025 dataset describes C40H42EuNOP2 as an isolated structure. The level of theory is ωB97M-V/def2-TZVPD.

ORCA input file:
```
! wB97M-V def2-TZVPD RIJCOSX def2/J DEFGRID3
* xyz 0 9
H 1.854 -0.988 -10.813
O 0.504 -1.923 -2.529
H 1.175 -4.895 -8.504
C 2.410 -0.064 -10.987
H -2.739 -3.607 -11.309
H -3.119 -4.390 -4.479
H -1.732 1.095 2.009
H 3.791 1.718 -13.563
C -2.778 0.166 -0.949
C -2.754 0.148 0.394
H -1.770 -0.404 -3.515
C 1.144 -1.467 1.516
C -2.578 1.309 1.324
C -2.279 2.655 0.611
H 3.016 0.619 -4.772
H 0.558 -6.271 -10.487
H 4.361 3.220 -11.657
C 3.447 1.960 -10.163
C 0.448 0.291 -8.613
C -1.353 -1.121 -5.471
H -1.889 -4.283 -6.665
C 2.147 -1.198 0.585
C 1.866 -1.247 -0.769
C -0.952 2.690 -0.091
H -0.090 2.973 0.532
C -0.791 2.422 -1.383
C -0.391 -3.425 -8.841
H -1.363 -5.604 -11.934
H -3.122 2.907 -0.043
C 2.782 0.276 -12.289
C -0.016 -5.374 -10.244
C -2.521 -3.518 -4.716
C -1.102 -5.013 -11.052
C -1.511 -3.107 -9.616
C 3.811 2.302 -11.473
H 2.897 0.352 -2.991
H -2.227 3.402 1.407
N 0.658 -1.715 -1.199
H 1.611 1.263 -3.846
C -3.095 1.303 -1.869
H -2.806 -2.606 -2.798
C 3.488 1.459 -12.542
H 4.553 3.437 -5.297
C -2.398 -2.484 -3.787
H 3.153 -0.944 0.909
H -1.274 -2.387 -0.693
H -2.416 3.194 -2.560
C -1.930 2.233 -2.331
H 0.685 4.810 -6.659
H 0.194 2.379 -1.843
C 1.474 4.056 -6.637
H 2.759 5.180 -5.315
H 0.134 1.115 -9.286
C -1.807 -1.273 -4.157
Eu 1.199 -1.534 -4.868
H -2.571 -0.768 -1.477
H -3.482 1.430 1.950
C 2.743 0.775 -9.909
H -2.855 -0.809 0.902
H -3.912 1.934 -1.470
C 1.295 2.862 -7.350
C 3.493 2.129 -6.633
C 0.336 -4.596 -9.138
H -1.029 -0.129 -5.815
C -1.862 -3.464 -5.944
C -1.195 -2.274 -6.280
H -1.524 1.878 -3.291
P 2.196 0.246 -8.162
C 2.637 4.262 -5.895
H 3.718 2.632 -9.349
H 0.370 2.698 -7.896
H 1.356 -1.459 2.585
C 2.327 0.429 -3.927
C -0.137 -1.761 1.047
H 2.587 -1.012 -1.543
C 2.302 1.889 -7.338
P 0.178 -2.251 -7.528
H -2.112 -2.228 -9.379
H -3.487 0.876 -2.811
H -0.980 -1.837 1.744
H 2.539 -0.389 -13.117
C -0.331 -1.991 -0.297
C -0.416 -0.689 -8.243
H -1.503 -0.552 -8.383
C -1.865 -3.888 -10.718
C 3.650 3.298 -5.889
H 4.276 1.367 -6.627
*
```

Its relative energy (zero: lowest compared OMol25 entry of this formula, charge and spin) is 22.8 kJ/mol. The highest occupied orbital energy (alpha / beta) comes out at -3.332 / -6.752 eV. For the LUMO energy (alpha / beta), the calculation gives -0.16 / -0.19 eV. The HOMO-LUMO gap (alpha / beta) comes out at 3.17 / 6.56 eV.

=====

# 4
This record from the Open Molecules 2025 dataset describes C40H42IrN7O4PS2 as an isolated structure. The level of theory is ωB97M-V/def2-TZVPD.

ORCA input file:
```
! wB97M-V def2-TZVPD RIJCOSX def2/J DEFGRID3
* xyz 2 2
C 0.168 -0.895 -2.478
H -5.806 -5.233 -5.592
C -4.326 -1.403 -1.726
H -3.815 -5.223 -7.233
C -2.843 -4.752 -4.082
H 3.528 -6.427 0.136
H -3.698 -3.518 -6.846
C 2.252 -3.305 0.058
O 4.020 -0.275 0.597
H -5.081 -0.984 -2.377
C -3.923 0.972 1.112
C 1.775 1.870 -1.110
Ir -0.737 0.252 -0.087
O 1.891 -0.816 0.128
C 1.058 4.634 0.698
C 4.630 -3.249 0.522
C 3.244 -1.142 0.387
O -4.626 -6.237 1.010
H -0.473 -0.282 1.843
H -1.085 -0.466 4.215
H 0.024 -2.009 -5.658
C 3.020 3.334 0.288
H 0.219 2.436 1.840
H -3.060 -4.501 1.146
H 5.522 -2.672 0.725
C -5.438 -5.456 -3.501
H -5.713 -6.376 -1.111
H 5.588 -5.161 0.610
H 0.395 -4.487 4.292
H -0.032 0.029 -1.920
C -3.361 -4.512 -6.544
H -2.445 -5.042 -1.995
C -0.268 -1.207 2.384
N 2.563 3.074 -1.084
C 0.213 -3.564 3.758
H 0.688 -4.109 -4.538
P 0.870 -2.094 -0.043
C 4.658 -4.632 0.452
C 0.557 -3.203 -3.959
H 1.432 1.682 -2.130
H -4.510 3.544 0.415
H 0.195 4.768 1.353
H 3.621 2.492 0.632
C -0.024 -0.868 -3.844
C -0.615 -1.305 3.717
H -1.812 -4.502 -4.299
H 1.385 -5.268 -0.207
C -5.066 -5.169 -4.804
N -4.955 -5.711 -1.162
H -0.327 0.048 -4.334
H -6.459 -5.748 -3.283
C 0.175 -2.028 -4.586
H -5.401 -3.220 -1.366
C 2.283 -4.692 -0.014
H 1.656 5.544 0.715
C -0.210 3.194 -0.696
N 0.558 1.982 -0.212
H -3.021 0.308 -1.869
N -2.257 -1.125 -0.595
C -3.202 -5.037 -2.770
C 0.780 -3.231 -2.589
N 0.592 4.388 -0.675
C -3.760 -4.808 -5.121
H 1.039 -4.319 1.941
C -4.401 -5.510 0.072
H -4.051 2.594 -1.024
C -4.502 -2.654 -1.171
O -4.945 1.500 0.523
C 3.418 -2.604 0.327
N -3.541 -4.412 0.264
H 3.625 4.238 0.298
H -1.072 3.341 -0.053
C -3.191 -0.668 -1.435
H -2.279 -4.556 -6.671
C 0.628 -2.063 -1.848
H 2.382 1.045 -0.770
C 0.365 -2.275 1.737
H 2.368 5.112 -1.516
H -0.548 2.995 -1.716
C 3.494 -5.346 0.184
C 1.076 2.311 1.177
C -4.796 2.727 -0.242
H -0.625 -2.564 5.456
C -3.507 -3.162 -0.336
C -2.419 -2.342 -0.058
H 1.430 4.032 -2.566
H -1.675 -2.679 0.647
N 1.867 3.513 1.181
C -0.367 -2.487 4.408
H 1.122 -4.143 -2.124
C -4.510 -5.381 -2.470
S -4.041 -0.340 2.094
H -5.774 2.913 -0.670
S -2.338 1.633 1.118
C 0.575 -3.473 2.419
H 1.685 1.471 1.512
C 1.762 4.208 -1.541
*
```

Its relative energy (zero: lowest compared OMol25 entry of this formula, charge and spin) is 481.3 kJ/mol. The highest occupied orbital energy (alpha / beta) comes out at -12.702 / -12.702 eV. For the LUMO energy (alpha / beta), the calculation gives -6.73 / -8.10 eV. The HOMO-LUMO gap (alpha / beta) comes out at 5.97 / 4.60 eV.

=====

# 5
This record from the Open Molecules 2025 dataset describes C40H42MnNOP2 as an isolated structure. The level of theory is ωB97M-V/def2-TZVPD.

ORCA input file:
```
! wB97M-V def2-TZVPD RIJCOSX def2/J DEFGRID3
* xyz 0 7
C -4.640 -0.486 0.195
C 4.870 2.184 8.565
H -0.708 4.815 -8.029
C 5.030 -0.687 3.897
H -0.889 0.676 -1.734
C 1.246 0.467 -1.612
C -1.089 2.034 -6.094
H 1.972 -2.869 1.778
C -0.410 2.788 -8.705
H -4.117 -3.193 2.185
H -4.922 0.562 0.250
H 3.801 -3.466 3.875
C 3.779 -2.774 4.721
C -6.320 0.077 -4.554
H 5.254 -1.603 5.790
C 5.333 1.163 6.349
C -0.720 3.764 -7.756
C -3.921 -2.388 -1.115
H -1.748 -0.661 -5.172
H -0.781 0.012 -6.773
H -0.201 0.677 -9.090
C 2.467 0.620 -2.273
H -5.672 0.835 -4.989
C -0.435 1.439 -8.352
H -6.587 -1.934 -1.825
H 4.019 -1.580 0.795
C -0.767 1.061 -7.051
P -1.560 1.633 -4.373
C -3.847 -3.156 0.047
H -4.832 -0.815 2.313
H 2.894 3.652 6.180
H 4.337 -2.670 2.128
H -3.396 -1.694 -3.882
C -3.217 -0.634 -3.696
C 5.546 1.295 7.834
C 0.059 1.208 -3.602
N 4.273 2.004 5.802
C 1.341 1.021 5.104
H 3.397 0.391 -1.761
H -3.670 -2.826 -2.076
C -2.275 -0.034 -4.451
C -4.178 -2.593 1.281
H 3.744 -3.393 5.623
C 1.856 -1.566 3.493
H -3.526 -4.192 -0.011
C -4.316 -1.045 -1.050
H -8.687 -2.545 -2.974
C 3.887 3.076 7.931
H 0.746 1.559 4.354
H 4.704 0.301 2.051
C 5.076 -1.929 4.759
H 5.712 0.106 4.201
Mn 3.012 0.213 4.171
H 0.818 -1.252 3.584
H 6.292 1.407 5.850
H -1.341 4.141 -5.726
C 3.626 2.982 6.620
H 1.222 0.122 -0.582
C 2.483 1.075 -3.591
H -0.153 3.079 -9.720
H 1.956 -1.848 5.590
H 3.371 3.811 8.539
H 1.796 -1.157 1.419
C -1.067 3.387 -6.460
C 0.055 0.772 -2.267
C -5.968 -0.523 -3.334
O 3.956 1.921 4.485
C -4.581 -1.258 1.353
C 3.835 -1.736 1.863
P -4.417 0.045 -2.515
C 2.516 -1.932 4.661
C 1.289 1.364 -4.254
H 5.058 2.255 9.632
C -8.023 -1.810 -3.423
C 2.307 -1.865 2.080
H 6.280 0.654 8.312
H -7.747 0.188 -6.159
C 4.456 -0.583 2.634
C -8.353 -1.227 -4.646
H -9.274 -1.500 -5.153
C -7.495 -0.281 -5.211
H 0.710 0.242 5.553
H 3.429 1.200 -4.112
H 1.314 1.708 -5.283
H 1.627 1.738 5.881
C -6.838 -1.465 -2.772
H 5.937 -2.556 4.479
*
```

The highest occupied orbital energy (alpha / beta) comes out at -4.542 / -7.190 eV. For the LUMO energy (alpha / beta), the calculation gives 0.23 / -3.32 eV. The HOMO-LUMO gap (alpha / beta) comes out at 4.77 / 3.87 eV.

=====

- What is the formula in the second record?
  C40H42BaN2

=====

- Which formula does entry 3 have?
  C40H42EuNOP2